The following is a quantum chemistry calculation of a 3-piece molecular cluster, C18H13ClF16O5 overall in a non-equilibrium geometry, from the OMol25 dataset.

```
53
Properties=species:S:1:pos:R:3:lowdin_charge:R:1
Cl 0.33 0.09 -0.13 0.59
F 5.08 -1.57 3.58 0.09
F -4.85 -0.21 0.83 0.12
F -5.44 2.02 2.18 0.09
F 6.27 -3.64 0.94 0.14
F -3.05 1.55 2.21 0.09
F 6.94 -1.62 1.34 0.12
F 6.65 -3.08 3.70 0.09
F -5.67 0.50 5.39 0.14
F -3.82 0.87 4.32 0.12
F 3.62 0.05 2.05 0.11
F 6.42 0.24 2.66 0.08
F -5.57 3.03 4.10 0.09
F 5.33 2.12 2.70 0.09
F 3.95 1.44 0.41 0.09
F -3.27 -1.71 0.81 0.10
F -2.36 0.84 0.28 0.02
O -0.14 -1.32 -2.43 -0.07
O -2.86 2.41 -7.47 -0.04
O 1.29 0.22 -5.14 -0.02
O -5.36 -0.56 3.45 0.03
O 4.79 -2.00 0.75 0.03
C -3.75 -0.63 1.52 -0.43
C -2.40 1.46 -6.64 -0.20
C -0.27 -0.09 -1.92 -0.53
C -1.96 -0.08 -7.14 0.01
C -1.09 1.04 -4.30 -0.08
C -2.66 0.44 1.54 -0.31
C 5.90 -2.47 1.51 -0.48
C -0.93 1.21 -2.68 -0.11
C -2.26 1.70 -4.99 0.06
C -5.15 0.68 4.14 -0.48
C 5.55 -2.70 2.99 -0.26
C 5.75 1.12 1.88 -0.29
C -4.19 -1.15 2.90 -0.05
C -5.85 1.86 3.46 -0.26
C -0.80 -0.74 -6.45 0.03
C 4.57 0.48 1.16 -0.43
C -0.04 0.18 -5.28 -0.18
C 4.92 -0.68 0.22 -0.05
H -0.42 -1.83 -6.70 0.13
H -2.56 -0.62 -7.98 0.12
H -3.04 2.31 -4.36 0.13
H -1.75 0.06 2.00 0.15
H -0.40 2.23 -2.37 0.15
H 4.79 -3.48 3.09 0.18
H 4.20 -0.64 -0.60 0.15
H -4.46 -2.20 2.76 0.15
H 6.46 1.55 1.16 0.17
H -3.36 -1.18 3.61 0.15
H -6.93 1.73 3.45 0.18
H -2.04 1.31 -2.24 0.13
H 5.89 -0.53 -0.27 0.15
```

Computed properties:
net charge = 0
lowest unoccupied orbital energy = -1.77 eV
frontier orbital gap = 8.459 eV